108
Properties=species:S:1:pos:R:3:forces:R:3 method="wB97M-V/def2-TZVPD" homo_ha=-0.3286 smiles="CN(C)C=O.CN(C)C=O.CN(C)C=O.CN(C)C=O.CN(C)C=O.CN(C)C=O.CN(C)C=O.CN(C)C=O.CN(C)C=O" orbital_gap_ev=9.01 e_above_lowest_ev=6.8854
C 4.167 4.327 -0.517 -0.979 0.262 0.891
N 2.866 3.937 -1.031 -0.139 -0.011 -0.694
C 2.386 4.633 -2.213 -0.449 -0.351 0.240
C 2.178 2.908 -0.520 0.969 -0.308 0.172
O 1.149 2.417 -0.956 -0.402 0.153 0.036
H 4.385 3.734 0.372 0.157 -0.172 -0.176
H 4.029 5.351 -0.157 0.706 0.116 -0.299
H 4.952 4.199 -1.259 0.015 0.173 -0.001
H 1.823 5.530 -1.940 0.290 0.192 -0.025
H 3.232 4.864 -2.855 -0.110 0.124 -0.105
H 1.673 3.981 -2.718 0.203 -0.047 -0.153
H 2.738 2.508 0.340 -0.302 -0.278 0.150
C 2.571 -1.303 -2.829 0.953 -1.363 0.319
N 3.669 -1.020 -1.899 -0.777 -0.258 -0.970
C 4.978 -1.513 -2.258 0.074 0.106 -1.193
C 3.550 -0.108 -0.925 1.728 -0.603 1.115
O 4.552 0.438 -0.467 -0.855 0.393 0.186
H 2.548 -2.380 -3.025 -0.306 -0.094 0.516
H 2.778 -0.970 -3.849 -0.280 1.016 0.229
H 1.637 -1.007 -2.366 -0.172 0.262 -0.452
H 4.837 -2.452 -2.797 -0.005 -0.202 0.421
H 5.466 -0.890 -3.017 0.103 0.314 0.307
H 5.630 -1.628 -1.399 -0.095 0.011 0.090
H 2.592 -0.123 -0.381 -0.313 0.585 -0.576
C 0.960 -3.134 6.491 0.500 -0.579 1.124
N 1.958 -2.997 5.452 -0.969 0.072 -0.281
C 1.437 -2.992 4.115 -0.421 -0.001 -1.496
C 3.276 -3.065 5.744 -0.309 0.215 -0.712
O 4.148 -3.140 4.900 0.042 0.054 0.697
H 1.300 -2.642 7.406 -0.136 0.299 -0.151
H 0.847 -4.180 6.806 -0.181 -0.043 -0.331
H -0.023 -2.764 6.215 0.157 0.251 -0.238
H 0.844 -2.104 3.877 -0.023 0.112 0.420
H 2.172 -3.021 3.315 0.599 -0.002 0.561
H 0.778 -3.831 3.871 0.018 -0.203 0.508
H 3.384 -2.990 6.842 0.652 -0.174 -0.109
C -1.892 1.218 -0.058 0.176 0.883 0.607
N -1.558 0.067 0.759 0.082 -0.307 -0.432
C -2.562 -0.422 1.688 -0.262 0.202 0.101
C -0.329 -0.475 0.656 -0.145 0.015 1.143
O 0.033 -1.421 1.344 0.176 -0.025 -0.317
H -1.687 1.099 -1.119 -0.051 -0.355 0.028
H -1.316 2.083 0.282 0.077 0.026 -0.167
H -2.931 1.497 0.111 -0.102 -0.281 -0.190
H -2.317 -1.348 2.199 0.448 -0.152 -0.477
H -2.724 0.294 2.499 -0.119 0.212 -0.194
H -3.483 -0.555 1.119 -0.166 -0.046 0.246
H 0.347 0.094 -0.004 -0.150 -0.183 -0.236
C -1.849 3.067 -2.970 -0.228 0.678 -0.604
N -2.570 4.083 -3.726 -0.585 -0.401 0.689
C -3.993 3.841 -3.804 -0.471 -0.014 -0.764
C -2.008 5.245 -4.102 -0.070 0.023 -0.381
O -2.565 6.118 -4.737 0.209 0.032 0.280
H -2.397 2.850 -2.054 -0.026 -0.164 -0.064
H -0.865 3.437 -2.683 0.110 -0.235 -0.142
H -1.802 2.209 -3.645 0.337 -0.363 0.565
H -4.489 4.442 -4.565 0.355 0.398 0.117
H -4.198 2.819 -4.131 0.225 -0.157 0.298
H -4.490 4.025 -2.849 0.049 -0.047 0.105
H -0.951 5.262 -3.788 0.089 0.329 -0.142
C 2.025 -3.296 0.246 -0.070 -1.394 -0.960
N 3.198 -4.161 0.122 -0.499 0.013 0.104
C 3.314 -4.861 -1.135 0.036 0.156 -0.626
C 4.278 -4.045 0.944 -1.127 -0.145 -0.555
O 5.353 -4.541 0.698 0.317 0.090 0.391
H 1.983 -2.703 -0.669 0.109 0.858 0.493
H 1.944 -2.794 1.198 0.300 0.435 -0.183
H 1.121 -3.905 0.128 0.010 -0.222 0.399
H 3.897 -5.774 -1.055 0.158 0.119 0.178
H 2.336 -5.122 -1.546 -0.147 -0.008 0.382
H 3.758 -4.211 -1.897 0.245 -0.110 0.024
H 3.946 -3.494 1.839 0.784 0.094 0.301
C -7.374 2.355 -1.919 0.850 0.576 -0.576
N -7.161 1.102 -1.234 -0.405 0.038 0.582
C -5.797 0.642 -1.197 0.909 -0.580 -0.834
C -8.181 0.191 -1.191 0.782 0.294 -0.348
O -8.015 -0.996 -1.028 -0.323 0.044 0.207
H -6.996 2.256 -2.947 -0.286 0.102 -0.079
H -6.780 3.168 -1.490 -0.023 -0.194 0.297
H -8.398 2.715 -1.945 -0.171 -0.457 0.129
H -5.508 0.196 -2.159 -0.124 0.110 -0.194
H -5.086 1.452 -1.043 -0.299 0.243 0.222
H -5.565 -0.161 -0.501 -0.626 0.189 0.422
H -9.139 0.704 -1.372 -0.242 -0.352 0.147
C -2.322 -2.115 -2.280 0.569 0.804 -0.157
N -1.579 -3.299 -1.924 -0.031 0.085 1.216
C -1.954 -3.940 -0.658 -1.275 -1.456 -1.038
C -0.440 -3.695 -2.518 -0.101 0.510 -0.428
O 0.141 -3.075 -3.392 -0.020 -0.461 0.096
H -1.851 -1.543 -3.080 0.164 -0.539 -0.265
H -2.297 -1.400 -1.451 -0.481 -0.219 0.195
H -3.331 -2.384 -2.590 -0.117 0.149 0.206
H -2.924 -3.560 -0.340 0.334 0.531 0.308
H -2.244 -4.973 -0.894 0.327 -0.116 0.106
H -1.222 -4.002 0.142 0.180 0.674 -0.059
H -0.134 -4.678 -2.120 0.377 0.061 -0.106
C 1.659 0.878 3.419 0.540 -0.091 0.401
N 1.391 2.114 4.145 -0.283 1.267 -0.350
C 1.581 3.324 3.372 0.511 0.931 -1.140
C 1.155 2.239 5.463 -0.246 -1.200 1.001
O 0.987 3.243 6.119 0.113 0.600 -0.505
H 2.623 0.469 3.731 0.136 -0.012 -0.231
H 1.705 1.153 2.370 0.063 -0.210 -0.074
H 0.943 0.064 3.523 -0.403 0.369 0.218
H 0.906 3.394 2.514 -0.163 -0.332 0.062
H 1.496 4.291 3.867 -0.408 -0.553 0.846
H 2.590 3.400 2.947 0.079 -0.499 0.033
H 1.095 1.273 5.997 0.073 -0.281 -0.345